# C39H53F11N2O33P

A 12-piece molecular cluster, C39H53F11N2O33P overall at a distorted geometry (ωB97M-V with the def2-TZVPD basis set, OMol25).

Net charge: -1
Kohn-Sham gap, Eh: 0.1756
HOMO level, eV: -3.300

Element x y z (Å)
1 C 4.83543 0.60040 2.30430
2 P 4.45937 1.25945 0.51489
3 N 4.11065 2.90699 1.10470
4 C 2.66811 0.64266 0.76217
5 C 1.50095 1.75574 0.46793
6 C 0.95626 2.54590 1.79777
7 C -0.55443 2.13532 2.28268
8 C -0.78367 0.53697 2.56952
9 N -1.90415 -0.03030 1.72354
10 H 5.97294 0.76668 2.60601
11 H 4.59601 -0.56839 2.31913
12 H 4.09114 1.11734 3.04609
13 H 4.21947 1.73694 -0.82704
14 H 5.85267 1.67866 0.36020
15 H 4.86711 -0.03969 -0.01754
16 H 4.57819 3.61986 0.47022
17 H 4.53604 3.06840 2.06576
18 H 2.55515 0.14651 1.83736
19 H 2.48965 -0.24026 -0.02099
20 H 0.56501 1.15159 0.03836
21 H 1.80016 2.50265 -0.41305
22 H 1.77920 2.47387 2.65215
23 H 0.91920 3.70177 1.50326
24 H -0.85055 2.77293 3.24714
25 H -1.34514 2.46665 1.45437
26 H -1.10421 0.45021 3.71603
27 H 0.21718 -0.07394 2.44815
28 H -1.57281 -0.41433 0.81129
29 H -2.63114 0.68263 1.48407
30 C -4.23317 0.62298 -1.75285
31 C -5.69968 0.88939 -1.74399
32 O -5.95257 1.29688 -0.41851
33 C -4.79296 1.87603 0.00170
34 O -4.70200 2.58916 0.98711
35 O -3.74450 1.56656 -0.82076
36 F -6.39718 -0.24408 -1.98148
37 H -3.98404 -0.38724 -1.41112
38 H -3.78798 0.77942 -2.73912
39 H -6.01734 1.67512 -2.43770
40 C -6.83835 -4.97824 -1.68168
41 C -6.94435 -3.84647 -0.71755
42 O -5.61413 -3.64680 -0.29622
43 C -4.84555 -4.03958 -1.35059
44 O -3.66400 -3.76398 -1.47645
45 O -5.56250 -4.77425 -2.25487
46 F -7.68378 -4.19724 0.35849
47 H -6.86331 -5.95683 -1.19062
48 H -7.62039 -4.94885 -2.44518
49 H -7.33545 -2.92085 -1.15321
50 C -3.96277 -1.16197 4.20168
51 C -5.23540 -0.72895 3.55777
52 O -6.20040 -0.93352 4.56465
53 C -5.52752 -0.77267 5.73854
54 O -6.06731 -0.60166 6.81894
55 O -4.17242 -0.81857 5.55670
56 F -5.53988 -1.52465 2.50811
57 H -3.79386 -2.24115 4.12276
58 H -3.09233 -0.64001 3.79512
59 H -5.24593 0.32077 3.24551
60 C 5.90265 -2.40726 6.59819
61 C 5.45170 -2.56023 5.18577
62 O 5.56328 -1.25667 4.66121
63 C 6.57272 -0.67527 5.36809
64 O 7.14644 0.34605 5.02806
65 O 6.86971 -1.38089 6.50183
66 F 4.15284 -2.93130 5.13172
67 H 5.09762 -2.08569 7.26746
68 H 6.34364 -3.32535 6.99575
69 H 6.06157 -3.24948 4.59204
70 C 2.20113 5.30478 -3.39828
71 C 0.82155 4.74251 -3.44634
72 O 1.02831 3.39092 -3.78889
73 C 2.25523 3.08084 -3.28370
74 O 2.66686 1.94211 -3.13635
75 O 2.96629 4.20224 -2.95457
76 F 0.09741 5.32474 -4.42833
77 H 2.56247 5.62523 -4.38120
78 H 2.28398 6.14463 -2.70317
79 H 0.27894 4.80285 -2.49689
80 C -3.22509 -2.73963 -4.89570
81 C -2.35460 -1.97132 -5.83039
82 O -3.07342 -0.77783 -6.04429
83 C -3.78780 -0.58434 -4.90022
84 O -4.31495 0.47184 -4.59287
85 O -3.83528 -1.71690 -4.13437
86 F -2.23313 -2.61324 -7.01396
87 H -3.99825 -3.31641 -5.41430
88 H -2.65266 -3.41641 -4.25563
89 H -1.36265 -1.73692 -5.42965
90 C 1.46608 0.16989 -8.02573
91 C 1.93241 0.29887 -6.61590
92 O 1.09115 -0.58360 -5.90851
93 C 0.76289 -1.55570 -6.80513
94 O 0.27868 -2.63289 -6.50008
95 O 1.04977 -1.17943 -8.08872
96 F 1.72304 1.55108 -6.15135
97 H 0.61648 0.82275 -8.25233
98 H 2.26319 0.36832 -8.74727
99 H 2.97849 0.01370 -6.46129
100 C -0.13207 7.81257 0.80875
101 C 1.10483 8.14954 1.56916
102 O 1.97294 7.07788 1.27790
103 C 1.60480 6.65045 0.03756
104 O 2.28836 5.92743 -0.66803
105 O 0.37835 7.13737 -0.32329
106 F 0.86644 8.15490 2.89987
107 H -0.79935 7.14224 1.36082
108 H -0.69444 8.70260 0.51384
109 H 1.57231 9.09377 1.27014
110 C 0.05463 -1.36525 6.33674
111 C 0.16982 0.06784 5.94343
112 O 0.79237 0.66629 7.05751
113 C 1.55340 -0.31953 7.61036
114 O 2.44488 -0.12354 8.41950
115 O 1.20101 -1.55543 7.14147
116 F -1.05210 0.62502 5.78812
117 H -0.84301 -1.57106 6.92942
118 H 0.06619 -2.03576 5.47322
119 H 0.77497 0.23999 5.04695
120 C -4.94412 -9.50227 0.17372
121 C -4.00286 -9.33022 -0.96915
122 O -4.84563 -8.96331 -2.03779
123 C -5.89579 -8.31887 -1.45596
124 O -6.69007 -7.61900 -2.06192
125 O -5.94633 -8.54612 -0.10789
126 F -3.40440 -10.50151 -1.28155
127 H -5.39360 -10.50043 0.20578
128 H -4.46930 -9.30024 1.13763
129 H -3.24573 -8.55417 -0.81414
130 C 7.06793 2.11873 -2.90798
131 C 8.30483 2.45570 -2.14757
132 O 9.17294 1.38404 -2.43882
133 C 8.80480 0.95661 -3.67917
134 O 9.48836 0.23360 -4.38476
135 O 7.57835 1.44353 -4.04002
136 F 8.06644 2.46106 -0.81686
137 H 6.40065 1.44840 -2.35591
138 H 6.50556 3.00876 -3.20289
139 H 8.77231 3.39993 -2.44659

Atoms 1-3, force components in eV/Å:
C 0.473 -0.886 1.145
P 1.372 -0.607 0.680
N 0.661 2.333 1.224

***

# C31H33GeO

C31H33GeO as an isolated structure at a distorted geometry (ωB97M-V with the def2-TZVPD basis set, OMol25).

Net charge: +1
Kohn-Sham gap, Eh: 0.1846
HOMO level, eV: -10.604

Element x y z (Å)
1 C -0.35677 2.41586 2.95682
2 O -1.64599 2.64169 2.34117
3 C -2.57537 1.73927 2.16586
4 C -3.94343 1.98803 2.54825
5 C -4.85179 0.91748 2.78976
6 C -6.20219 1.16273 2.98271
7 C -6.72355 2.47225 2.98363
8 C -8.20597 2.68101 3.06705
9 C -5.79726 3.53655 2.96011
10 C -4.44033 3.31341 2.76177
11 H 0.06957 3.40393 3.12933
12 H -0.48395 1.89258 3.90698
13 H 0.31532 1.85090 2.30540
14 H -2.27587 0.75243 1.78345
15 H -4.44070 -0.09363 2.82694
16 H -6.89055 0.33469 3.16056
17 H -8.48016 3.73830 3.07553
18 H -8.68442 2.21888 2.19497
19 H -8.65372 2.21112 3.95273
20 H -6.16798 4.55400 3.11973
21 H -3.72410 4.13873 2.76074
22 C -0.09426 1.76986 -0.73610
23 C -0.27147 0.76446 -1.82647
24 C -0.64934 1.27394 -3.01166
25 C -0.03013 -0.71793 -1.67156
26 Ge 1.80929 -1.34370 -1.42825
27 C 3.06704 0.11113 -1.73169
28 C 3.57294 0.83016 -0.64026
29 C 4.36892 1.95868 -0.86029
30 C 4.72096 2.32822 -2.16009
31 C 4.26208 1.57988 -3.24671
32 C 3.42755 0.47666 -3.03434
33 C 1.84981 -1.94903 0.42697
34 C 2.77480 -2.94143 0.77320
35 C 2.91875 -3.31956 2.11155
36 C 2.12236 -2.72709 3.09563
37 C 1.15798 -1.78268 2.73992
38 C 0.98705 -1.42331 1.40017
39 C 2.27391 -2.83755 -2.60910
40 C 3.59343 -2.95809 -3.06432
41 C 3.96733 -4.03905 -3.86969
42 C 3.02126 -4.99575 -4.24171
43 C 1.70069 -4.87435 -3.79952
44 C 1.32414 -3.80350 -2.98142
45 H -0.14133 1.36445 0.27469
46 H 0.85203 2.32499 -0.85769
47 H -0.89128 2.53086 -0.80781
48 H -0.77196 0.64578 -3.88948
49 H -0.79477 2.34494 -3.11257
50 H -0.60468 -1.16632 -0.85514
51 H -0.30151 -1.22992 -2.60488
52 H 3.34660 0.49947 0.37398
53 H 4.71411 2.54428 -0.00546
54 H 5.35786 3.19882 -2.32587
55 H 4.54674 1.85247 -4.26393
56 H 3.06296 -0.10723 -3.88034
57 H 3.38064 -3.40841 -0.00456
58 H 3.66006 -4.07518 2.37458
59 H 2.25173 -3.01157 4.13940
60 H 0.52917 -1.31742 3.50168
61 H 0.18595 -0.74057 1.11643
62 H 4.33161 -2.20584 -2.78474
63 H 5.00235 -4.12241 -4.20424
64 H 3.31337 -5.83316 -4.87627
65 H 0.95753 -5.61945 -4.09088
66 H 0.29694 -3.71874 -2.62463

Atoms 1-3, force components in eV/Å:
C 0.895 -0.471 -0.194
O -1.943 -0.123 -0.058
C 0.020 0.498 1.452

***

# C4H7N3S

One molecule with the formula C4H7N3S at a distorted geometry (ωB97M-V with the def2-TZVPD basis set, OMol25).

Net charge: 0
Kohn-Sham gap, Eh: 0.3533
Energy above the lowest of the compared OMol25 structures with the same formula, charge and spin, kcal per mole: 87.17
HOMO level, eV: -9.077
SMILES: [H]/N=C1/CS/C(=N/C)N1

Element x y z (Å)
1 H 2.30417 2.23379 0.14422
2 N 2.43537 1.09738 -0.16195
3 C 1.52068 0.22632 0.01665
4 C 1.93234 -1.22743 -0.01058
5 S 0.42161 -2.25854 -0.00738
6 C -0.66692 -0.85592 -0.14648
7 N -1.88024 -1.01887 -0.18195
8 C -2.46809 0.41977 0.01127
9 N 0.04140 0.36873 0.17117
10 H 2.75160 -1.35537 -0.82080
11 H 2.08893 -1.38034 1.07447
12 H -2.09970 1.26600 -0.74507
13 H -2.21500 0.78979 1.08835
14 H -3.66869 0.56842 0.02277
15 H -0.49750 1.12625 -0.45469

Atoms 1-3, force components in eV/Å:
H -0.428 -4.278 -1.468
N -0.677 3.010 1.976
C -1.472 1.479 -1.374

***

# C6H7KLiO6

C6H7KLiO6 as an isolated structure at a distorted geometry (ωB97M-V with the def2-TZVPD basis set, OMol25).

Net charge: +1
Kohn-Sham gap, Eh: 0.2560
Energy above the lowest of the compared OMol25 structures with the same formula, charge and spin, kcal per mole: 75.21
HOMO level, eV: -10.865

Element x y z (Å)
1 O -3.48361 -1.80008 -2.37069
2 C -2.70943 -1.77255 -1.40862
3 O -3.01651 -2.06344 -0.22646
4 O -1.43946 -1.27597 -1.68576
5 C -0.92289 -0.38372 -0.83684
6 C -1.11521 0.96778 -1.10811
7 Li -4.84208 -2.42702 -1.05709
8 H -2.08027 1.38978 -0.79836
9 H -0.98227 1.41289 -2.09734
10 K -2.09091 -1.54291 1.76950
11 C 0.71915 0.52158 -0.80052
12 C 1.07748 0.76768 0.65017
13 O 2.50609 0.72785 0.73812
14 C 3.04391 0.77655 1.94357
15 O 2.44753 0.96536 2.97816
16 O 4.33485 0.48118 1.84837
17 H 1.15417 1.31812 -1.42065
18 H 1.30495 -0.32656 -1.18615
19 H 0.64844 0.01383 1.32574
20 H 0.71605 1.73944 1.01330
21 H 4.73003 0.51023 2.72967

Atoms 1-3, force components in eV/Å:
O -0.158 -0.568 0.458
C 0.644 1.134 -1.032
O -1.036 -0.740 -0.444

***

# CH2O4S

CH2O4S as an isolated structure at a distorted geometry (ωB97M-V with the def2-TZVPD basis set, OMol25).

Net charge: 0
Kohn-Sham gap, Eh: 0.3690
Energy above the lowest of the compared OMol25 structures with the same formula, charge and spin, kcal per mole: 38.20
HOMO level, eV: -10.260

Element x y z (Å)
1 C -1.37217 -0.96821 -0.89982
2 O -2.29621 -0.29689 -0.25211
3 O 0.64024 1.87197 0.60555
4 S 0.92549 0.38510 0.51097
5 O 2.09096 -0.08893 -0.09324
6 O -0.17406 -1.12300 -0.72138
7 H -2.35313 -0.66023 0.54607
8 H -1.86117 -1.43089 -1.75541

Atoms 1-3, force components in eV/Å:
C 1.584 -1.534 -2.639
O 0.258 2.523 -3.805
O 1.007 -3.904 -0.961

***

> Look up the Kohn-Sham gap of the third one.

0.3533 Eh